{
  "formula": "C5H27N2O8",
  "method": "ωB97M-V/def2-TZVPD",
  "elements": ["H", "H", "H", "O", "H", "H", "H", "H", "H", "C", "H", "N", "O", "H", "O", "O", "H", "H", "H", "H", "O", "H", "O", "O", "C", "H", "H", "H", "H", "H", "H", "C", "C", "H", "N", "H", "O", "H", "H", "C", "H", "H"],
  "xyz": [[0.98379, 1.47060, 1.96528], [-2.55959, -0.48550, 2.56208], [-1.41287, -4.03423, -0.77158], [-0.24197, -1.22719, 0.32029], [0.63551, -1.31858, 1.81435], [1.60270, 1.78637, -1.54820], [-0.36313, -1.11675, -4.31685], [-0.67633, 0.13862, -1.06693], [-1.10782, -0.83358, 2.36503], [-1.48402, 1.31089, -3.52066], [-1.51457, 0.69775, -4.49603], [-0.28641, 0.94316, -1.47983], [1.90935, -2.46725, -0.15268], [1.14131, -1.87982, 3.23709], [0.85173, -1.13054, 2.71700], [-2.20919, 2.42114, 1.94154], [-2.42507, 1.74011, 2.56742], [1.60035, 0.41510, -0.36458], [0.79931, 1.28830, -3.35342], [-2.98649, 2.58844, 1.33176], [2.27087, 1.09386, 2.82351], [-2.39276, 1.28649, -2.88189], [0.16007, -1.54185, -2.41743], [-1.68498, -0.08955, 2.74784], [1.05298, 1.25943, -0.85684], [-0.47677, -2.21942, 0.27654], [-0.22800, 2.98500, -0.46209], [-0.11924, -4.46442, -0.07254], [2.58751, 1.43738, 3.70455], [-1.35467, 2.37528, -3.75634], [-0.72099, 1.15050, 1.29788], [-0.19517, 0.74667, -2.93963], [-0.14972, -0.72130, -3.26169], [-0.48679, 2.74785, 1.94656], [0.10436, 1.89921, 1.42914], [1.94145, 0.13934, 3.04594], [-0.62199, -3.64350, -0.34800], [2.84897, -2.64438, -0.37309], [1.45060, 3.12899, 0.37059], [0.58414, 2.42385, 0.15428], [1.52926, -2.43501, -1.06287], [0.65830, -1.27929, -0.11305]],
  "mulliken_charge": [0.31, 0.36, 0.27, -0.75, 0.57, 0.64, 0.24, 0.31, 0.25, -1.20, 0.35, -0.20, -0.60, 0.24, -0.74, -0.67, 0.30, 0.17, 0.37, 0.31, -0.74, 0.28, -0.41, -0.65, -0.66, 0.56, 0.29, 0.29, 0.33, 0.32, 0.51, 0.26, -0.29, 0.46, -0.22, 0.40, -0.50, 0.30, 0.38, -0.73, 0.37, -0.08],
  "largest_force_ha_per_bohr": 0.0932,
  "e_lumo_ev": -2.40,
  "total_charge": 1,
  "e_tot_ha": -917.84258,
  "relative_energy_kcal_mol": 90.2,
  "gap_ev": 9.4724
}